[1]
Density functional theory data (the ωB97M-V functional and the def2-TZVPD basis) for the ion C23H30NO3 with charge -1 at a distorted geometry.

Geometry as XYZ:
```
57
Properties=species:S:1:pos:R:3:forces:R:3
C -5.2382 1.0557 2.1638 -0.152 0.133 -0.009
C -3.9690 0.3399 1.7969 0.373 0.007 -0.164
C -3.6610 0.1000 0.4512 0.091 -0.314 -0.004
C -2.4848 -0.5569 0.0885 0.137 0.037 0.514
C -1.5566 -0.9210 1.0817 -0.090 0.420 0.111
C -0.1437 -1.3707 0.7346 -0.510 -2.504 0.737
C 0.5504 -1.9952 1.9074 0.293 -1.168 0.195
N 0.8275 -3.3262 1.9460 -0.718 1.403 -0.250
O 1.3616 -3.8609 2.9572 0.106 0.153 -0.164
O 0.5033 -4.0239 0.9338 0.075 -0.454 0.064
O 0.6778 -0.3027 0.4060 1.303 2.331 -1.427
C 0.9872 0.3296 -0.7915 -0.248 -0.648 0.352
C 1.4565 -0.3333 -1.9640 -0.102 -0.142 0.036
C 1.7431 -1.8577 -2.0952 -0.123 0.370 -0.125
C 2.6118 -2.1762 -3.3173 0.106 0.071 -0.263
C 0.4368 -2.6328 -2.3196 -0.328 -0.088 -0.010
C 2.5626 -2.3619 -0.9123 -0.051 -0.094 0.399
C 1.7127 0.4705 -3.0776 0.138 0.081 -0.071
C 1.5922 1.8494 -3.0405 -0.181 0.110 -0.026
C 1.2140 2.4779 -1.8625 0.239 0.015 0.007
C 0.9657 1.7411 -0.7046 -0.141 0.125 0.055
C 0.7030 2.4738 0.6373 -0.151 0.014 -0.307
C 0.9664 3.9723 0.4992 0.135 0.148 -0.049
C 1.6214 1.9437 1.7389 0.198 -0.032 0.108
C -0.7552 2.3310 1.0560 -0.332 -0.271 0.080
C -1.8822 -0.7376 2.4282 -0.685 0.369 -0.118
C -3.0730 -0.0853 2.7780 0.153 -0.330 -0.264
H -5.3449 1.1086 3.2506 -0.068 0.019 -0.122
H -5.2404 2.0804 1.7696 -0.009 -0.151 0.087
H -6.1184 0.5473 1.7503 0.135 0.074 0.109
H -4.3665 0.4316 -0.3135 0.151 -0.148 0.116
H -2.2645 -0.7951 -0.9558 -0.038 0.291 0.254
H -0.2118 -2.1276 -0.0452 0.163 0.120 0.262
H 0.8874 -1.3762 2.7335 -0.005 -0.365 -0.108
H 3.5520 -1.6161 -3.2966 -0.067 -0.036 -0.057
H 2.8592 -3.2443 -3.3072 -0.089 0.153 0.051
H 2.0887 -1.9754 -4.2563 0.129 -0.008 -0.003
H -0.3906 -2.2801 -1.6954 0.264 -0.243 -0.285
H 0.1156 -2.5075 -3.3625 0.042 -0.025 0.132
H 0.5965 -3.6999 -2.1244 -0.121 0.171 0.021
H 2.0654 -2.2030 0.0419 0.178 -0.088 0.003
H 2.7437 -3.4389 -1.0250 -0.067 0.226 0.101
H 3.5320 -1.8457 -0.8967 -0.148 -0.050 0.034
H 2.0508 0.0099 -4.0064 -0.104 0.169 0.349
H 1.8224 2.4416 -3.9236 -0.105 -0.098 0.098
H 1.1400 3.5659 -1.8441 0.112 -0.389 -0.018
H 0.2677 4.4304 -0.2085 0.117 0.055 0.086
H 0.8219 4.4591 1.4703 0.015 -0.108 -0.104
H 1.9937 4.1617 0.1721 -0.093 0.100 -0.009
H 1.4693 0.8782 1.8973 0.128 0.210 0.080
H 2.6671 2.1118 1.4568 -0.054 -0.026 0.124
H 1.4182 2.4722 2.6778 0.055 0.025 -0.106
H -0.9855 1.2960 1.2970 -0.035 0.228 -0.044
H -0.9628 2.9301 1.9521 0.062 0.010 -0.138
H -1.4263 2.6496 0.2488 0.069 0.015 0.140
H -1.1982 -1.1002 3.1964 -0.207 0.207 -0.276
H -3.3118 0.0928 3.8273 0.052 -0.084 -0.185
```
Forces are in eV/Å.

## Properties
Charge: -1
Maximum force: 3.03 eV/A
Multiplicity: 1
E_LUMO: 2.761 eV

[2]
Density functional theory data (the ωB97M-V functional and the def2-TZVPD basis) for the ion C9H17N2O with charge +1 at a distorted geometry.

Geometry as XYZ:
```
29
Properties=species:S:1:pos:R:3:forces:R:3
C 1.1885 0.8902 -1.8237 3.592 1.599 -6.335
C 0.4022 0.6177 -0.7712 -1.927 -4.281 6.862
C 2.4333 -0.0033 -1.7276 -3.495 3.579 1.551
C -0.7835 0.9848 -0.0344 -1.816 2.131 0.849
C 0.1252 -1.0911 0.8115 -0.076 -0.881 -1.154
C -2.1600 1.0423 -0.6554 0.440 1.885 -2.533
C -0.5007 2.3546 0.6206 2.925 0.050 0.487
C -0.4436 -2.0568 -0.2732 -0.941 2.356 -0.638
C 0.5900 -1.8192 2.0032 2.244 -1.142 1.148
N 1.1757 -0.2249 0.2107 -0.782 2.885 -3.512
N -0.9291 -0.0485 1.1040 3.366 2.046 1.103
O 2.2774 -0.7372 -0.5761 -0.686 -1.701 2.987
H 0.9000 1.4320 -2.7643 0.429 -0.682 1.252
H 2.6792 -0.6680 -2.4266 0.519 -2.792 -3.335
H 3.1903 0.7268 -1.7384 1.797 0.881 0.655
H -2.8809 1.7925 -0.2680 0.736 -0.462 0.135
H -2.6219 0.1021 -0.7137 -0.709 -1.404 -0.069
H -1.9484 1.3264 -1.7170 -0.599 -0.054 0.623
H -1.0845 2.6552 1.4784 -0.708 0.180 -0.039
H -0.4137 3.1145 -0.1527 -0.748 0.138 -0.064
H 0.5904 2.3622 0.9633 -1.301 -0.277 -0.050
H -0.9389 -1.5097 -1.1816 0.760 -0.946 1.918
H -1.0505 -2.8375 0.1398 -0.436 -0.312 0.202
H 0.4483 -2.4521 -0.6373 1.362 -1.206 -0.930
H 1.5560 -2.4206 1.8234 -1.785 0.504 -0.318
H -0.1793 -2.4278 2.4444 -0.268 -0.592 -0.105
H 0.9526 -1.2136 2.8199 -0.139 0.914 0.119
H -0.7544 0.5790 1.9680 -0.404 -1.974 -1.131
H -1.8198 -0.4701 1.0740 -1.352 -0.443 0.322
```
Forces are in eV/Å.

## Properties
Charge: +1
Maximum force: 8.31 eV/A
Multiplicity: 3
E_LUMO (alpha / beta): -2.781 / -5.553 eV
Energy above the lowest of the compared OMol25 structures with the same formula, charge and spin: 1.985 eV

[3]
Density functional theory data (the ωB97M-V functional and the def2-TZVPD basis) for a cluster of 3 separate species, C11H34B2NO13PS3 in total at a distorted geometry.

Geometry as XYZ:
```
65
Properties=species:S:1:pos:R:3:forces:R:3
C -1.0292 -2.8088 1.5714 0.330 -0.051 0.129
N -0.7937 -2.6762 0.1123 -1.157 0.275 0.198
C -1.5599 -3.6593 -0.6524 0.198 -0.191 -0.085
B -0.9009 -1.3148 -0.2990 0.756 0.106 -0.223
O -0.1531 -0.3191 0.2614 -0.011 -0.086 -0.082
P -2.1216 -0.6795 -1.6595 0.008 -0.104 0.246
C -3.3656 -0.0205 -0.4023 0.114 0.057 0.043
C -4.6646 0.5743 -0.9469 -0.084 -0.034 0.133
C -5.4158 -0.1874 -2.0424 -0.133 0.107 -0.103
S -5.9690 -1.8437 -1.6253 0.174 -0.058 0.049
O -5.4566 -2.2233 -0.3389 -0.130 0.011 -0.067
O -7.3562 -1.9289 -1.9370 0.000 -0.028 0.087
O -5.2340 -2.7708 -2.7024 -0.031 0.043 -0.081
O -1.0070 -1.2992 -2.9555 -0.443 0.434 -0.290
B -0.0497 -0.5572 -3.5789 0.143 -0.322 0.232
O 0.9124 0.1477 -2.8560 -0.160 0.401 -0.494
O 0.0635 -0.5322 -4.9598 0.421 0.379 0.059
H -0.1126 -3.0401 2.1168 -0.029 -0.085 -0.054
H -1.7657 -3.5936 1.7476 0.082 -0.021 0.013
H -1.4381 -1.8875 1.9955 0.053 -0.028 0.020
H -1.2678 -3.6160 -1.7018 -0.045 0.023 0.020
H -2.6469 -3.5054 -0.5682 0.035 -0.014 0.042
H -1.3430 -4.6626 -0.2808 0.024 0.032 -0.047
H 0.5953 -0.6614 0.7750 -0.136 0.115 0.253
H -1.9777 0.6058 -2.2236 -0.013 -0.033 -0.049
H -3.0455 -1.5683 -2.2146 0.083 0.041 -0.098
H -3.5877 -0.8069 0.3270 0.004 -0.021 -0.118
H -2.8345 0.7690 0.1424 -0.044 -0.040 0.040
H -5.3639 0.7327 -0.1215 0.049 0.043 -0.004
H -4.4606 1.5672 -1.3615 -0.018 -0.056 -0.041
H -4.8716 -0.2577 -2.9847 0.042 -0.077 0.081
H -6.3544 0.3272 -2.2519 0.056 0.002 -0.053
H -4.4555 -3.1820 -2.2991 -0.029 0.003 0.049
H 0.5293 0.6762 -2.1492 0.197 -0.315 0.401
H -0.7375 -0.2810 -5.4202 -0.168 -0.447 -0.008
C 2.3997 -2.1267 6.2389 0.031 -0.030 -0.029
C 2.4975 -0.8173 5.4920 -0.060 0.092 0.026
O 3.4875 -0.8586 4.4229 0.013 -0.069 0.047
S 3.0839 -1.5976 3.0855 -0.020 0.097 -0.014
C 4.3694 -0.9709 2.0668 0.015 -0.013 -0.016
O 1.8178 -1.0750 2.6478 -0.090 -0.050 -0.143
O 3.2264 -3.0119 3.2355 -0.008 0.016 -0.016
H 1.9854 -2.9154 5.6136 -0.007 0.006 -0.001
H 1.7503 -1.9902 7.1046 0.003 -0.008 0.002
H 3.3824 -2.4453 6.5853 -0.008 0.013 0.023
H 1.5434 -0.5142 5.0608 0.006 -0.017 -0.026
H 2.8536 -0.0143 6.1329 0.035 -0.014 -0.007
H 4.2535 0.1058 1.9801 -0.006 -0.003 -0.001
H 4.2541 -1.4529 1.0980 0.001 0.005 0.001
H 5.3237 -1.2362 2.5138 -0.002 -0.008 -0.011
C 3.0236 3.8522 -3.6387 -0.106 0.091 0.047
C 3.6284 3.3870 -2.3340 0.074 -0.187 -0.171
O 3.5369 4.3972 -1.2909 0.019 0.022 -0.032
S 2.1423 4.5983 -0.5695 0.032 -0.118 -0.031
C 2.7331 5.5771 0.7667 -0.047 0.003 0.035
O 1.6794 3.3288 -0.0884 0.003 0.039 -0.016
O 1.2724 5.3850 -1.3888 0.003 0.015 0.030
H 1.9439 3.9626 -3.5558 -0.001 -0.012 -0.012
H 3.2344 3.1210 -4.4192 0.021 -0.024 0.028
H 3.4425 4.8153 -3.9305 0.026 -0.023 -0.023
H 3.1748 2.4613 -1.9788 -0.071 0.057 0.056
H 4.6985 3.2197 -2.4369 0.010 0.054 0.056
H 3.4105 4.9769 1.3671 0.000 0.005 -0.001
H 1.8585 5.8690 1.3440 0.006 -0.001 0.002
H 3.2314 6.4525 0.3595 -0.011 0.003 0.000
```
Forces are in eV/Å.

## Properties
Maximum force: 1.21 eV/A
Multiplicity: 1
E_LUMO: 0.238 eV

[4]
Density functional theory data (the ωB97M-V functional and the def2-TZVPD basis) for an isolated molecule of C17H24O7S at a distorted geometry.

Geometry as XYZ:
```
49
Properties=species:S:1:pos:R:3:forces:R:3
C 7.8053 -1.7604 -3.3428 0.219 0.950 -0.452
S 6.0512 -1.7749 -3.6570 -0.860 -0.844 -3.576
O 5.8096 -1.0921 -4.9688 0.488 -0.867 3.671
O 5.6213 -3.1794 -3.6445 0.321 2.336 0.958
O 5.4756 -0.8655 -2.3723 1.243 -1.263 -1.687
C 4.1165 -0.8542 -2.1327 -2.110 0.088 -0.652
C 3.7282 -0.4292 -0.8891 0.558 0.163 1.155
C 2.3949 -0.3233 -0.4893 -0.258 0.293 -0.829
C 1.4033 -0.6315 -1.4346 -0.139 -0.457 -0.167
C -0.0654 -0.5154 -1.1089 0.512 0.176 0.404
C -0.6402 0.8457 -1.5076 0.105 0.375 -0.757
C -1.9806 1.1514 -0.8585 0.413 0.647 0.550
C -1.8123 1.3876 0.6472 -1.235 -0.145 -0.591
C -3.0423 2.0341 1.3120 -0.211 -0.978 0.370
C -2.7286 2.3003 2.7719 -1.031 -0.043 -0.126
O -2.4559 1.0428 3.4150 0.013 -0.537 0.011
C -3.5404 0.0754 3.4102 -0.240 1.740 -0.412
C -4.5758 0.4588 4.4892 0.029 -0.680 0.243
C -2.9512 -1.3537 3.5968 -0.446 -0.856 2.310
O -2.9606 -1.8776 4.7001 0.450 0.832 -1.938
O -2.5708 -1.9937 2.4780 0.071 0.264 1.042
O -4.1504 -0.0228 2.1272 0.149 0.227 -0.450
C -4.3141 1.1673 1.3495 -0.192 0.335 -0.796
C 1.7763 -1.0944 -2.7125 -0.124 0.522 0.798
C 3.1004 -1.1540 -3.0666 1.601 -1.073 -1.258
H 8.1512 -0.7356 -3.1428 -0.208 -0.346 -0.171
H 8.2948 -2.1622 -4.2506 -0.611 0.362 0.291
H 8.0721 -2.4043 -2.5366 -0.180 -0.425 0.751
H 4.5334 -0.1987 -0.1977 -0.148 0.062 0.104
H 2.1487 0.0788 0.5150 0.116 -0.485 -0.784
H -0.6435 -1.2824 -1.6140 -0.002 -0.264 -0.126
H -0.1367 -0.7286 -0.0406 -0.340 0.265 0.080
H -0.7617 0.8572 -2.6062 0.063 -0.111 0.307
H 0.0865 1.6585 -1.3225 -0.266 -0.316 0.233
H -2.6422 0.3160 -0.9877 -0.484 -0.541 -0.272
H -2.4654 2.0190 -1.3240 0.173 -0.064 -0.020
H -1.6057 0.4285 1.1011 0.137 -0.117 0.378
H -0.9625 2.0207 0.8234 0.534 0.394 0.122
H -3.2960 2.9524 0.7904 -0.030 0.286 -0.016
H -3.5924 2.7961 3.2614 0.401 -0.132 -0.105
H -1.8837 2.9862 2.7943 0.361 -0.453 0.707
H -4.0446 0.6906 5.4203 -0.094 -0.238 -0.216
H -5.2622 -0.3963 4.6746 0.457 0.601 -0.150
H -5.1774 1.3454 4.2394 0.315 -0.326 -0.296
H -2.9140 -1.4439 1.7693 -0.146 0.299 -0.699
H -4.6067 0.8436 0.3321 0.198 -0.114 0.545
H -5.1652 1.7829 1.7087 0.404 -0.326 0.163
H 1.0218 -1.3979 -3.4426 0.173 0.169 0.309
H 3.3576 -1.5669 -4.0765 -0.150 0.618 1.043
```
Forces are in eV/Å.

## Properties
Maximum force: 3.80 eV/A
Multiplicity: 1
E_LUMO: 0.565 eV